20
Properties=species:S:1:pos:R:3 method="wB97M-V/def2-TZVPD" relative_energy_kcal_mol=221.6 e_lumo_ev=-4.982 total_energy_ev=-13430.8089
N -0.47292 -2.02768 -0.52525
C -0.44761 -1.36275 0.74979
C 0.29297 -0.00440 0.55954
N 1.76740 -0.17031 0.19273
O -0.01651 0.63018 1.77705
H -1.33544 -2.53081 -0.63704
H -0.44545 -1.37069 -1.21728
H -1.45551 -1.32498 1.21183
H 0.24719 -1.98427 1.37595
H 1.88498 -0.05521 -0.81685
H 2.28252 0.54287 0.81635
H 0.80793 1.50985 1.69794
H 1.65226 2.87569 2.27935
O 1.69389 2.31029 1.49534
H -0.22460 0.47219 -0.25823
H -2.95116 0.46860 -2.04911
O -2.34554 -0.08816 -1.41473
H -0.15966 0.79887 -2.93481
H -1.45752 0.03558 -1.92397
O -0.20422 0.16659 -2.24171

=====

13
Properties=species:S:1:pos:R:3 method="wB97M-V/def2-TZVPD" relative_energy_kcal_mol=102.7 e_lumo_ev="0.274 / 0.274" total_energy_ev=-17816.0241
C 0.92995 -0.06119 -0.79654
C -1.99377 -1.35517 1.15034
C 0.31625 0.48149 0.25938
C -1.86882 -0.13511 0.52014
C 0.67024 1.35245 1.36367
Cl -2.95029 0.38179 -0.66199
H 2.00162 -0.02918 -0.81682
H 0.39156 -0.78997 -1.45134
H -2.89608 -1.81145 0.80506
H -1.12480 -1.89323 1.59781
H 0.31143 2.40515 1.26067
H 1.75714 1.25246 1.63378
H 0.28906 0.93344 2.33380

=====

68
Properties=species:S:1:pos:R:3 method="wB97M-V/def2-TZVPD" relative_energy_kcal_mol=172.2 e_lumo_ev="-11.956 / -11.934" total_energy_ev=-78839.0661 spin_multiplicity=3 total_charge=+3
C -0.45904 0.17592 -1.04383
I 1.39759 -0.04278 -0.46967
H -0.14107 0.24065 -2.25387
H -0.79324 1.13671 -0.62001
H -1.09966 -0.81270 -0.87725
W 0.90996 0.16330 -4.91384
P 0.76957 2.16755 -3.50739
C 0.57628 3.13382 -1.86473
C 2.46155 2.77481 -3.81777
H 2.38667 3.88745 -3.73588
H 0.14760 4.35680 -4.29910
H 2.74398 2.46854 -4.83604
H -0.08355 3.12735 -5.60572
H 1.30767 2.81159 -1.09370
H 3.15273 2.37923 -3.04688
C -0.21084 3.33380 -4.52883
H 0.80122 4.22035 -2.12803
H -1.28329 3.27751 -4.27908
H -0.46080 3.09531 -1.45530
P 0.73623 -1.99878 -3.61715
C 0.54482 -3.04255 -2.01106
C -0.25507 -3.15190 -4.71018
H 2.74058 -2.26252 -4.97472
H 2.36859 -3.75936 -3.96396
H 3.13632 -2.28540 -3.16355
C 2.45461 -2.64068 -3.97411
H -0.12779 -2.86697 -5.76666
H 0.11533 -4.18345 -4.52815
H 0.45908 -4.12091 -2.35042
H -0.36234 -2.75731 -1.42784
H -1.32021 -3.08897 -4.42153
H 1.46482 -2.93955 -1.37123
Cl -0.23285 0.15309 -6.87337
O -0.97217 -1.53455 1.00838
P -0.83336 -0.62343 2.20663
C 0.69649 0.37332 2.21613
C 1.91800 -0.30668 2.30185
C 3.11309 0.40497 2.41507
C 3.09094 1.79285 2.38595
C 1.88885 2.48614 2.28342
C 0.68480 1.76909 2.21725
C -2.18798 0.60856 2.38128
C -2.82077 0.83610 3.62098
C -3.82898 1.81040 3.72040
C -4.25886 2.48992 2.55252
C -3.71984 2.14683 1.30253
C -2.73337 1.17283 1.21834
C -0.81794 -1.81121 3.55331
C -1.20412 -3.12153 3.28377
C -1.06248 -4.10277 4.23925
C -0.57133 -3.73546 5.47712
C -0.24446 -2.43729 5.77562
C -0.37086 -1.45864 4.81455
H 1.83107 -1.38337 2.31851
H 4.00996 -0.20547 2.54533
H 4.01605 2.33525 2.50375
H 1.79910 3.56824 2.27169
H -0.28235 2.25886 2.22082
H -2.43057 0.22117 4.44015
H -4.18016 2.11830 4.70905
H -4.91801 3.35766 2.63904
H -3.98020 2.71554 0.41245
H -2.40608 0.89110 0.21264
H -1.55371 -3.33136 2.29286
H -1.26820 -5.13768 4.01900
H -0.34383 -4.47948 6.19677
H 0.18248 -2.18469 6.72121
H -0.08665 -0.45350 5.05320

=====

80
Properties=species:S:1:pos:R:3 method="wB97M-V/def2-TZVPD" e_lumo_ev=0.954 total_energy_ev=-138882.3555 total_charge=-2
C -2.71980 5.36088 -0.46441
C -1.73704 4.15637 -0.83440
C -1.77929 2.92207 0.17531
Cl -0.19014 2.00000 0.02212
N -2.17556 3.25609 1.55603
C -1.24873 4.16042 2.23246
O -1.58110 4.55279 3.38493
O -0.03565 4.68195 1.69018
C 1.09097 4.06573 2.41143
N 1.81566 4.99318 3.31732
H -3.23765 5.84256 -1.35136
H -3.52674 5.00715 0.25603
H -2.08528 6.17277 0.03569
H -1.97998 3.73248 -1.87469
H -0.68131 4.56804 -0.90459
H -2.58674 2.21022 -0.22438
H -2.25392 2.37364 2.08162
H 1.85267 3.69030 1.63129
H 0.69316 3.13411 2.91752
H 2.46322 5.61533 2.81826
H 1.19407 5.50069 3.94880
C -1.47256 -2.85461 -4.99483
O -0.90095 -2.91796 -3.69204
C -0.63482 -1.71362 -3.14572
O -0.83900 -0.64465 -3.66479
O -0.10276 -1.91376 -1.93334
C 0.23769 -0.70926 -1.23113
H -1.64612 -3.87903 -5.33562
H -2.43257 -2.33472 -4.97016
H -0.78714 -2.36623 -5.69592
H -0.64746 -0.10448 -1.05430
H 0.98998 -0.14207 -1.78438
H 0.65819 -0.99230 -0.26424
Al 0.25923 -4.56015 -6.14672
F -0.18043 -2.66677 1.86422
P -0.44198 -1.38613 2.76951
F -1.86876 -0.82857 3.25569
F -0.70113 -2.63762 3.70841
F -1.06632 -0.68580 1.46218
F 0.97514 -0.84544 2.29002
F 0.19128 -0.66051 4.03619
F -1.06169 3.07988 4.64774
F 0.55632 3.91758 4.58135
O 3.98926 6.28694 1.06762
S 5.19914 6.99758 0.75864
O 5.84476 7.85249 1.71937
O 4.98646 7.82450 -0.61339
C 3.87648 8.71905 -0.70135
C 4.13803 10.01148 0.04946
C 6.39417 5.84750 0.13994
H 2.96163 8.23488 -0.34880
H 3.73502 8.94249 -1.76116
H 4.19324 9.83609 1.12571
H 3.33825 10.73211 -0.13424
H 5.09078 10.45059 -0.25585
H 5.92551 5.22878 -0.62358
H 6.72526 5.22971 0.97421
H 7.23688 6.40231 -0.27045
K 1.46536 -2.81626 3.80906
C -2.51806 -4.72093 -1.27002
C -2.85642 -5.77568 -0.26081
N -3.12395 -6.60474 0.52173
H -3.13602 -3.83703 -1.10623
H -1.46755 -4.44116 -1.17915
H -2.69980 -5.10146 -2.27617
C -1.49920 -10.13440 0.06268
C -0.40296 -9.29434 -0.51339
O 0.74244 -9.71127 0.22825
C 0.48725 -10.96448 0.69037
O 1.30632 -11.67251 1.21023
O -0.80825 -11.31134 0.48862
H -2.26687 -10.37677 -0.66994
H -1.97213 -9.66820 0.92950
H -0.23091 -9.49879 -1.57422
H -0.58495 -8.22724 -0.38350
O -3.83551 -8.48922 -2.52524
P -4.89039 -8.91882 -1.49670
O -5.63660 -10.15155 -2.02028
O -5.89173 -7.77985 -1.27174
O -4.19812 -9.25337 -0.17199

=====

no.,maximum force (eV/A)
1,6.07
2,5.16
3,5.00
4,6.63